No. 1
17
Properties=species:S:1:pos:R:3:forces:R:3:lowdin_charge:R:1 method="wB97M-V/def2-TZVPD" multiplicity=1 orbital_gap_ev=9.9 molar_mass_da=145.11 smiles="N#C[C@H](O)[C@H](O)C=O.C=O" lumo_ev=-0.33
N -2.328005 -2.366965 -1.440016 0.5 0.5 0.6 0.158
C -1.707795 -1.810950 -0.639706 -0.3 -0.3 -0.6 -0.137
C -0.929966 -1.060025 0.390145 0.1 -0.1 0.1 -0.334
O -1.594256 0.097403 0.777432 -0.2 0.3 0.0 -0.005
C 0.501755 -0.807263 -0.116853 1.1 -1.6 0.3 -0.280
O 1.145056 -2.066820 -0.403881 -0.4 -0.1 -0.5 -0.026
C 1.482915 -0.331726 0.952167 -1.3 3.3 0.2 -0.184
O 1.132710 0.170821 2.000562 0.6 -1.1 -0.5 0.075
H -0.874999 -1.711538 1.276761 0.1 0.2 -0.3 0.169
H -1.476651 0.804887 0.113625 0.0 -0.3 0.1 0.058
H 0.538637 -0.151944 -1.001193 -0.1 0.0 0.4 0.155
H 1.273750 -2.175940 -1.350124 -0.2 -0.1 0.0 0.103
H 2.508776 -0.154501 0.562617 0.0 -0.8 0.3 0.138
C 0.120362 2.878408 -0.270684 -1.4 -0.1 -0.4 -0.058
O -0.663679 2.125788 -0.829437 1.2 0.8 0.5 -0.027
H 0.704805 3.614984 -0.854980 0.1 -0.3 0.1 0.093
H 0.166587 2.945380 0.833567 0.2 -0.2 -0.2 0.102



No. 2
15
Properties=species:S:1:pos:R:3:forces:R:3:lowdin_charge:R:1 method="wB97M-V/def2-TZVPD" multiplicity=1 orbital_gap_ev=8.0 molar_mass_da=129.18 lumo_ev=-0.31
C 0.491191 0.695849 0.069193 8.6 3.9 -2.8 -0.459
C -0.572599 0.071125 -0.057529 -5.5 -5.2 1.7 -0.343
C -0.255287 -1.468293 0.276041 2.0 2.0 -0.3 -0.048
C 1.309844 -1.368854 -0.270933 -1.9 0.7 -1.6 -0.105
C -1.813712 0.762939 -0.146351 -1.1 -4.6 0.4 -0.583
H -0.122753 2.562780 0.877565 3.2 -1.6 -4.2 0.265
H 1.512151 2.388538 -0.014085 2.0 0.7 0.4 0.044
H -0.761338 -2.110339 -0.436887 -0.4 -0.4 0.6 0.078
H -0.334413 -1.715926 1.441662 0.0 0.4 -2.8 0.152
H 1.996759 -1.930896 0.299033 0.7 -0.8 0.4 0.085
H 1.374606 -1.593412 -1.415143 -0.3 0.0 2.1 0.150
H -1.990195 1.764345 -0.179112 0.4 2.9 -0.3 0.006
N 0.610739 2.049975 -0.136939 -4.8 2.3 4.7 0.129
O 1.720426 0.044293 -0.164521 -2.3 -0.5 1.6 -0.036
S -3.165415 -0.152127 -0.141995 -0.7 0.1 -0.1 0.664



| no. | HOMO level (eV) |
| --- | --- |
| 1 | -10.21 |
| 2 | -8.27 |